# 1
# C8H31BO9

A cluster of 6 separate species, C8H31BO9 in total at a distorted geometry (ωB97M-V with the def2-TZVPD basis set, OMol25).

```
49
Properties=species:S:1:pos:R:3:forces:R:3
O 2.5363 1.4537 -0.4461 1.5 1.4 0.1
H 3.0415 0.7596 -0.0163 0.9 -1.0 0.6
H 2.5422 1.4845 -1.4056 0.1 -0.2 -0.6
H 1.6386 1.3600 -0.1191 -2.2 -0.2 0.5
B -0.0752 0.6662 -0.3738 0.6 0.0 0.6
H 0.6219 0.0129 0.1277 2.3 -2.5 1.9
H -0.2296 1.5999 0.1443 -0.1 3.5 2.1
H 0.1599 0.7579 -1.4229 1.0 0.7 -3.9
H -1.0849 0.2951 -0.4575 -4.3 -2.1 0.0
C 3.0872 -2.7094 2.6221 -1.5 1.4 1.0
C 2.3877 -1.6349 1.7592 1.8 -1.1 0.0
O 3.0371 -0.3724 1.8336 -0.2 1.4 -1.2
O 2.7986 -2.4193 4.0248 0.0 -1.0 -0.9
H 4.1636 -2.7997 2.4761 0.0 0.2 -0.3
H 2.6090 -3.6456 2.3342 0.1 -0.2 0.5
H 1.3139 -1.5647 1.9327 0.1 0.1 0.4
H 2.5434 -1.9430 0.7253 -0.2 0.0 -0.2
H 3.5502 -0.1085 2.6009 -0.3 -0.6 0.3
H 3.0868 -1.5370 4.2697 0.2 0.0 -0.1
C -2.7077 1.0450 2.5958 0.5 1.6 1.6
C -3.3494 0.2721 1.5123 -3.5 -1.2 -2.1
O -4.6359 0.7665 1.0184 1.9 -2.6 1.6
O -1.3706 0.6523 2.6846 -1.1 0.6 -0.1
H -3.1873 0.8455 3.5540 -0.1 -0.5 0.0
H -2.9621 2.0865 2.3988 0.9 0.5 -0.1
H -3.3660 -0.7918 1.7487 -1.1 0.0 0.1
H -2.7096 0.2550 0.6299 1.0 0.8 -1.0
H -4.6626 1.6549 0.6557 0.7 0.9 -0.2
H -1.0250 0.9611 1.8439 1.2 0.1 -0.4
C 1.1786 -3.3334 -1.6932 -0.9 2.2 0.8
C 0.3965 -2.0818 -2.2370 0.2 -3.1 -1.3
O 0.0431 -2.4971 -3.5923 0.2 1.5 0.7
O 0.4091 -4.5062 -1.7548 -0.3 -0.2 -0.4
H 1.2659 -3.1537 -0.6217 1.1 0.3 0.1
H 2.0960 -3.4431 -2.2716 0.2 0.1 0.3
H 1.0343 -1.1980 -2.2526 -0.1 -0.1 -0.3
H -0.5025 -1.8878 -1.6520 0.0 0.0 0.1
H -0.2096 -3.4218 -3.5406 -0.1 -0.2 0.1
H 0.8876 -5.0746 -1.1469 -0.4 -0.6 -0.2
C -2.3486 3.5048 -1.9633 1.0 -0.1 -0.2
C -0.8616 3.7561 -2.1600 0.6 -0.4 -0.4
O -0.0471 3.8224 -1.0283 0.0 0.0 1.4
O -2.6291 2.1458 -1.5521 -0.2 0.8 0.5
H -2.7582 3.6250 -2.9662 -0.5 0.4 0.2
H -2.6841 4.2208 -1.2130 -0.6 -0.1 -0.1
H -0.5785 4.6851 -2.6548 -0.8 -0.2 -0.7
H -0.5008 2.8673 -2.6776 0.0 0.1 -1.1
H -0.1167 2.9437 -0.6480 0.2 0.0 0.5
H -1.8265 1.6243 -1.6252 0.1 -0.1 -0.2
```
Forces are in eV/Å.

Results
ΔE to the lowest compared entry with this formula, charge and spin = 1.891 eV
LUMO (alpha / beta) = -3.0 / -9.2 eV
frontier orbital gap (alpha / beta) = 0.34845 / 0.11743 Ha
calculated total energy = -27885.57004 eV
expectation value of S² = 0.755
charge = +1
HOMO energy (alpha / beta) = -12.465 / -12.430 eV
multiplicity = 2

---

# 2
# C48H34N7O8P2PtSSe2

A structure of composition C48H34N7O8P2PtSSe2 at a distorted geometry (ωB97M-V with the def2-TZVPD basis set, OMol25).

```
103
Properties=species:S:1:pos:R:3:forces:R:3
Pt 1.6270 0.0330 -0.5429 -0.1 0.2 0.7
O 4.1351 0.9287 1.0445 0.0 0.1 0.0
S 4.7498 -0.0071 0.1450 -0.1 0.0 0.0
O 5.5222 -1.0772 0.7308 0.0 0.0 0.0
N 3.5902 -0.5468 -0.8537 -0.1 0.0 -0.2
C 3.9215 -1.4064 -1.9099 0.0 0.1 0.1
C 5.1115 -2.1068 -1.9959 0.0 0.0 0.0
C 5.4163 -2.9374 -3.0898 0.0 0.0 0.0
C 4.5425 -3.1123 -4.1207 0.0 0.0 0.0
C 3.3053 -2.4327 -4.0796 0.0 0.0 -0.1
C 2.3436 -2.5746 -5.1077 0.0 0.0 0.0
C 1.1613 -1.9016 -5.0393 0.0 0.0 0.0
C 0.9419 -1.0661 -3.9248 0.0 0.0 0.0
N 1.8044 -0.9172 -2.9602 0.1 0.0 -0.2
C 2.9865 -1.5804 -2.9960 -0.1 0.0 0.0
C 5.8418 0.8911 -0.9283 0.1 0.0 0.0
C 5.3247 1.9469 -1.6689 0.0 -0.1 0.0
C 6.1778 2.6708 -2.4861 0.0 0.0 0.0
C 7.5243 2.3368 -2.5650 0.0 0.0 0.0
C 8.0271 1.2776 -1.8234 0.0 0.0 0.0
C 7.1830 0.5484 -0.9968 0.0 0.0 0.0
H 5.8210 -2.0430 -1.1880 0.0 0.0 0.0
H 6.3680 -3.4548 -3.0895 0.0 0.0 0.0
H 4.7699 -3.7594 -4.9590 0.0 0.0 0.0
H 2.5704 -3.2251 -5.9449 0.0 0.0 0.0
H 0.4105 -1.9905 -5.8133 0.0 0.0 0.0
H 0.0178 -0.4997 -3.8353 0.0 0.0 0.0
H 4.2727 2.1993 -1.6111 0.1 0.0 0.0
H 5.7839 3.5016 -3.0568 0.0 0.0 0.0
H 8.1851 2.9072 -3.2064 0.0 0.0 0.0
H 9.0765 1.0181 -1.8858 0.0 0.0 0.0
H 7.5502 -0.2753 -0.4000 0.0 0.0 0.0
Se -5.2115 -1.6002 -0.6406 0.2 -0.1 -0.1
P -4.2874 0.1344 0.1302 -0.1 0.1 0.1
C -4.5105 0.3550 1.9156 0.0 -0.1 0.2
C -3.5640 1.0596 2.6544 -1.4 -0.4 -0.9
C -3.7597 1.2580 4.0130 -0.2 0.0 0.1
C -4.9125 0.7865 4.6244 0.1 0.0 0.0
C -5.8670 0.1029 3.8826 -0.1 -0.1 0.0
C -5.6594 -0.1294 2.5320 -0.1 -0.1 -0.1
C -4.9935 1.6389 -0.5943 -0.1 0.0 -0.1
C -4.8621 1.8504 -1.9652 -0.1 0.0 0.0
C -5.4464 2.9563 -2.5533 0.0 0.0 0.0
C -6.1732 3.8550 -1.7799 0.0 0.0 0.0
C -6.3098 3.6444 -0.4187 0.0 0.0 0.0
C -5.7185 2.5365 0.1771 0.0 0.0 0.0
C -2.5242 0.3500 -0.1880 0.1 -0.1 -0.1
C -1.3583 -0.4200 -0.0858 0.0 0.2 0.2
N -0.3451 0.4503 -0.3677 0.0 -0.4 -0.2
N -0.8464 1.6333 -0.6577 0.0 -0.1 -0.2
N -2.1464 1.5919 -0.5613 -0.2 0.0 0.3
P -0.9032 -2.1179 0.2967 0.1 0.3 -0.1
Se 1.2664 -2.2055 0.3170 -0.1 0.1 -0.1
C -1.5694 -3.2031 -0.9757 -0.1 0.0 0.1
C -1.7678 -4.5517 -0.6921 0.0 0.0 0.0
C -2.1747 -5.4126 -1.6974 0.0 0.0 -0.1
C -2.3626 -4.9326 -2.9876 0.0 0.0 0.0
C -2.1442 -3.5935 -3.2725 -0.1 0.0 0.0
C -1.7525 -2.7256 -2.2666 0.0 0.1 0.0
C -1.5650 -2.6777 1.8775 -0.2 0.0 -0.1
C -0.7625 -2.6217 3.0120 0.0 0.1 0.0
C -1.2668 -3.0403 4.2330 0.0 0.0 0.0
C -2.5611 -3.5274 4.3169 -0.1 0.0 0.0
C -3.3577 -3.5974 3.1819 0.0 0.1 0.0
C -2.8693 -3.1654 1.9599 0.0 -0.1 0.0
H -2.6654 1.4307 2.1767 -2.1 -0.3 -0.5
H -3.0053 1.7717 4.5945 -0.1 -0.1 0.0
H -5.0608 0.9418 5.6859 0.0 0.0 0.0
H -6.7650 -0.2682 4.3613 0.0 0.0 0.0
H -6.3802 -0.6852 1.9437 0.0 0.0 0.0
H -4.2957 1.1502 -2.5655 0.0 0.0 0.0
H -5.3319 3.1226 -3.6166 0.0 0.0 0.0
H -6.6279 4.7218 -2.2425 0.0 0.0 0.0
H -6.8717 4.3433 0.1877 0.0 0.0 0.0
H -5.8210 2.3805 1.2431 0.0 0.0 0.0
H -1.6124 -4.9247 0.3128 0.0 0.0 0.0
H -2.3410 -6.4589 -1.4759 0.0 0.0 0.0
H -2.6805 -5.6068 -3.7729 0.0 0.0 0.0
H -2.2975 -3.2179 -4.2757 0.0 0.0 0.0
H -1.5988 -1.6757 -2.4814 0.0 0.0 0.0
H 0.2481 -2.2421 2.9354 0.0 0.0 0.0
H -0.6459 -2.9806 5.1171 0.0 0.0 0.0
H -2.9539 -3.8530 5.2723 0.0 0.0 0.0
H -4.3660 -3.9804 3.2467 -0.1 0.0 0.0
H -3.4895 -3.2278 1.0721 0.0 0.1 0.1
O 3.0181 4.0290 -0.7823 -0.1 0.0 0.0
C 2.4020 3.0789 -0.3080 0.0 0.1 0.1
O 2.0839 2.0343 -0.9686 -0.1 -0.3 -0.3
C 2.0089 3.2110 1.1609 0.0 -0.1 0.0
C 2.7944 4.0281 1.9620 0.0 0.0 0.1
C 2.4790 4.1751 3.3026 -0.1 0.2 -0.1
C 1.3949 3.5549 3.8862 -0.1 0.0 0.1
C 0.6132 2.7804 3.0532 0.1 -0.1 0.1
C 0.9004 2.5900 1.7159 0.1 -0.2 -0.1
N -0.5725 2.1194 3.6172 0.6 0.9 0.1
O -1.3532 1.5988 2.8426 3.5 0.1 1.1
O -0.7537 2.1945 4.8184 0.1 -0.2 -0.1
N 3.3261 5.0336 4.1534 0.5 -0.7 0.1
O 3.0781 5.0672 5.3446 -0.2 0.2 0.0
O 4.2813 5.5730 3.6364 -0.2 0.2 -0.1
H 3.6457 4.5333 1.5316 0.0 0.0 0.0
H 1.1657 3.6793 4.9321 0.0 0.0 0.0
H 0.2720 1.9518 1.1217 0.1 0.1 0.1
```
Forces are in eV/Å.

Results
ΔE to the lowest compared entry with this formula, charge and spin = 0.920 eV
LUMO = 1.3 eV
frontier orbital gap = 0.24514 Ha
calculated total energy = -240489.59025 eV
charge = -1
HOMO energy = -5.354 eV
multiplicity = 1

---

# 3
# C6H39NO13

A cluster of 14 separate species, C6H39NO13 in total at a distorted geometry (ωB97M-V with the def2-TZVPD basis set, OMol25).

```
59
Properties=species:S:1:pos:R:3:forces:R:3
C 1.3314 2.5062 0.6984 0.0 -0.1 0.3
C 1.4710 1.1972 1.4641 -0.3 -0.1 0.5
C 0.6054 1.1717 2.7325 -0.2 0.2 0.0
C -0.8970 1.0314 2.4637 0.1 0.1 -0.2
N -2.9458 -1.9979 1.3731 0.0 0.2 0.2
C -2.5371 -0.7180 1.7873 0.1 -1.0 -0.2
C -1.2687 -0.3279 1.9078 -0.4 0.7 0.6
H 1.9113 2.4871 -0.2243 0.0 0.2 0.0
H 0.2898 2.7223 0.4482 1.4 -0.2 1.2
H 1.6505 3.3526 1.3091 0.1 0.0 0.0
H 1.1592 0.3563 0.8417 0.2 0.1 0.1
H 2.5114 1.0334 1.7519 0.1 0.1 -0.1
H 0.7441 2.1090 3.2770 0.2 0.0 0.1
H 0.9269 0.3590 3.3914 0.0 0.0 0.0
H -1.4485 1.2647 3.3790 0.0 -0.3 0.1
H -1.2194 1.8207 1.7779 0.1 0.1 -0.1
H -3.9160 -2.0902 1.1244 0.0 0.1 0.0
H -2.3526 -2.5088 0.7239 0.0 0.2 0.1
H -3.3467 -0.0589 2.0757 0.0 0.0 0.1
H -0.4522 -0.9488 1.5760 0.0 -0.3 0.5
H 1.0929 -1.9553 -3.0086 -0.2 0.2 -0.3
H 0.1404 -0.9113 -3.6818 0.1 0.0 0.0
O 0.1575 -1.6850 -3.1011 -0.1 0.0 0.1
H 1.4677 -3.5406 0.8466 0.1 0.3 -0.5
H 0.9601 -2.2811 -0.0087 0.1 -0.5 0.2
O 1.3274 -3.2000 -0.0796 -0.2 0.2 0.5
H 1.2511 1.0135 -2.9496 -0.2 0.2 -0.3
H 0.7968 2.1879 -3.8216 0.1 0.3 0.0
O 0.6104 1.2517 -3.6712 0.3 -0.3 0.2
H -0.5725 2.6959 -0.3827 -0.5 0.1 -0.4
H -1.3087 2.7810 -1.6707 -0.3 0.5 0.0
O -0.8783 3.3718 -0.9956 -0.9 -0.5 -1.0
H 1.7178 0.6140 -0.9200 0.5 -0.1 -0.5
H 2.5039 -0.3512 -1.8376 0.1 0.6 0.2
O 2.3635 0.6114 -1.6591 -0.5 -0.5 0.3
H -2.2439 4.1935 -0.1462 -0.5 0.6 0.0
H -3.0434 5.5588 -0.1169 0.2 -0.7 0.1
O -3.0225 4.6552 0.2423 0.1 0.2 -0.1
H -1.4098 -3.2411 -1.6997 0.2 0.1 -0.6
H -0.4701 -3.6428 -0.5246 -0.4 0.2 -0.4
O -1.3955 -3.4108 -0.7625 0.2 -0.4 0.9
H -0.9986 1.3695 -3.1412 0.0 -0.1 0.0
H -2.4308 1.8208 -3.5132 -0.2 0.1 -0.1
O -1.8908 1.5578 -2.7668 0.1 0.0 0.1
H 0.8006 -4.1776 3.0151 0.7 0.1 -0.1
H 2.3317 -3.7030 3.0923 -0.9 -0.5 -0.6
O 1.6500 -4.0996 2.5044 0.2 0.4 0.6
H 2.2770 -2.6456 -1.3863 0.3 -0.1 0.0
H 3.5372 -2.4527 -2.3050 0.1 -0.1 0.0
O 2.6521 -2.1234 -2.1373 -0.1 -0.1 0.1
H 0.4228 3.9112 -2.0900 0.2 0.1 -0.3
H 1.9288 3.9010 -2.2456 0.3 0.0 0.0
O 1.1324 4.0572 -2.7557 -0.3 -0.2 0.1
H -1.4485 -4.2268 3.3770 -0.1 -0.2 -0.2
H -0.7812 -3.5066 4.5011 0.2 -0.1 0.1
O -0.6823 -4.3018 3.9586 -0.3 0.4 0.1
H 0.0130 -1.0441 -1.4349 -0.1 0.2 0.5
H -0.8239 -1.0282 -0.1303 0.1 0.3 -0.2
O 0.0491 -0.7846 -0.4720 0.0 -0.5 -1.4
```
Forces are in eV/Å.

Results
ΔE to the lowest compared entry with this formula, charge and spin = 1.603 eV
LUMO = 0.2 eV
frontier orbital gap = 0.30329 Ha
calculated total energy = -34964.24109 eV
HOMO energy = -8.058 eV
multiplicity = 1

---

# 4
# C6H10

A structure of composition C6H10 (ωB97M-V with the def2-TZVPD basis set, OMol25).

```
16
Properties=species:S:1:pos:R:3:forces:R:3
C 1.6840 0.1883 -0.7546 0.0 0.0 -0.2
C 2.1452 -0.1431 0.6373 0.1 -0.1 0.1
C 0.7279 0.2856 0.3818 0.0 0.2 0.0
C -1.0873 -0.8959 0.3248 -0.1 0.1 -0.1
C -2.1311 0.1597 0.5404 -0.1 0.1 0.1
C -1.8026 -0.3096 -0.8511 0.0 0.0 -0.2
H 1.5591 -0.6379 -1.4509 0.0 0.1 0.1
H 2.0362 1.1109 -1.2086 -0.1 -0.1 0.1
H 2.3318 -1.1891 0.8712 -0.1 0.2 -0.1
H 2.7931 0.5534 1.1630 -0.1 -0.1 -0.1
H 0.3698 1.2370 0.7571 0.0 -0.2 -0.1
H 0.0901 -0.7663 0.6457 0.1 0.0 0.1
H -3.0353 -0.1856 1.0397 0.1 0.1 -0.1
H -1.8720 1.1881 0.7812 0.0 -0.2 0.0
H -2.4742 -1.0033 -1.3565 0.2 0.1 0.1
H -1.3346 0.4081 -1.5204 0.0 -0.1 0.2
```
Forces are in eV/Å.

Results
ΔE to the lowest compared entry with this formula, charge and spin = 5.771 eV
LUMO = 1.0 eV
frontier orbital gap = 0.33520 Ha
calculated total energy = -6378.08872 eV
HOMO energy = -8.097 eV
multiplicity = 1